No. 1
Formula: C38H38Br2N5O7RbS6
Source: the Open Molecules 2025 dataset
Level of theory: ωB97M-V/def2-TZVPD

ORCA input file:
```
! RIJCOSX wB97M-V def2-TZVPD def2/J DEFGRID3
* xyz -2 1
Rb 1.07 0.52 1.04
Br 9.53 4.17 1.03
C 8.19 3.02 0.31
C 8.37 2.41 -0.85
C 7.35 1.50 -1.35
C 6.26 1.15 -0.63
C 5.97 1.72 0.72
C 6.91 2.92 1.06
N 5.48 0.06 -1.06
C 4.71 0.23 -2.05
C 3.89 -0.89 -2.58
C 3.67 -0.92 -3.96
C 2.99 -2.00 -4.51
C 2.55 -3.00 -3.66
C 2.77 -2.85 -2.30
N 3.42 -1.83 -1.76
H 9.29 2.53 -1.42
H 7.53 0.97 -2.28
H 5.91 0.90 1.44
H 7.07 3.00 2.14
H 4.64 1.17 -2.59
H 4.03 -0.11 -4.58
H 2.82 -2.06 -5.58
H 2.02 -3.86 -4.04
H 2.39 -3.59 -1.61
C -4.96 -1.33 2.99
C -4.06 -0.16 2.73
C -4.52 1.15 2.68
C -3.66 2.19 2.36
C -2.34 1.86 2.08
Br -1.13 3.21 1.54
N -1.86 0.63 2.14
C -2.71 -0.35 2.46
H -5.60 -1.14 3.86
H -4.39 -2.23 3.17
H -5.60 -1.52 2.13
H -5.56 1.37 2.88
H -3.99 3.21 2.29
H -2.30 -1.35 2.46
O 2.26 1.82 3.49
S 3.64 1.43 3.24
O 4.45 1.36 4.45
O 3.74 0.27 2.37
C 4.34 2.82 2.32
C 4.43 3.96 3.00
C 4.95 5.20 2.44
C 5.60 5.18 1.28
C 5.78 3.88 0.58
C 4.78 2.73 0.88
S 3.34 2.73 -0.28
O 2.98 1.34 -0.56
O 3.85 3.42 -1.47
O 2.29 3.43 0.43
H 4.09 3.97 4.03
H 4.80 6.12 2.98
H 6.00 6.09 0.83
H 5.85 4.00 -0.50
S -8.35 -6.20 0.69
C -6.83 -5.50 0.76
S -6.32 -4.21 -0.28
C -4.77 -4.09 0.53
N -4.66 -4.96 1.50
N -5.80 -5.75 1.59
C -5.80 -6.71 2.64
C -5.23 -6.36 3.86
C -5.20 -7.28 4.89
C -5.72 -8.56 4.71
C -6.26 -8.90 3.48
C -6.30 -7.99 2.44
S -3.64 -2.90 0.06
H -4.81 -5.37 3.97
H -4.76 -7.00 5.84
H -5.69 -9.28 5.52
H -6.66 -9.90 3.32
H -6.73 -8.25 1.48
C -1.07 -2.83 -3.52
C -1.04 -1.64 -2.56
C -1.55 -0.38 -3.24
S -1.64 1.03 -2.10
O -2.16 2.18 -2.89
C -3.05 0.39 -1.11
C -4.26 1.32 -1.15
C -5.08 1.16 -2.42
H -0.73 -3.74 -3.03
H -0.44 -2.65 -4.40
H -2.09 -3.00 -3.87
H -0.02 -1.47 -2.20
H -1.65 -1.89 -1.70
H -2.55 -0.51 -3.66
H -0.88 -0.06 -4.04
H -2.67 0.28 -0.10
H -3.33 -0.60 -1.46
H -3.94 2.35 -1.03
H -4.87 1.06 -0.28
H -4.48 1.44 -3.29
H -5.96 1.80 -2.40
H -5.41 0.13 -2.54
*
```

Summary:
* max |F|: 0.5 eV Å⁻¹
* frontier orbital gap: 6.996 eV
* ΔE to the lowest compared entry with this formula, charge and spin: 46.0 kcal/mol
* HOMO level: -3.463 eV
* DFT total energy: -267560.3200 eV

***

No. 2
Formula: C38H38Br2N5O7RbS6
Source: the Open Molecules 2025 dataset
Level of theory: ωB97M-V/def2-TZVPD

ORCA input file:
```
! RIJCOSX wB97M-V def2-TZVPD def2/J DEFGRID3
* xyz -2 1
Rb -1.18 1.05 0.72
Br -0.15 -4.77 5.09
C 0.17 -2.98 4.54
C 0.40 -2.70 3.21
C 0.60 -1.38 2.83
C 0.49 -0.35 3.76
C 0.33 -0.68 5.11
C 0.18 -1.99 5.51
N 0.53 0.98 3.31
C -0.19 1.83 3.91
C -0.21 3.26 3.57
C -0.70 4.16 4.51
C -0.70 5.51 4.23
C -0.23 5.92 2.99
C 0.20 4.95 2.10
N 0.24 3.66 2.38
H 0.42 -3.50 2.49
H 0.81 -1.14 1.79
H 0.34 0.11 5.85
H 0.06 -2.24 6.56
H -0.85 1.56 4.74
H -1.10 3.79 5.45
H -1.07 6.23 4.95
H -0.21 6.97 2.72
H 0.54 5.24 1.10
C -0.88 6.80 -2.81
C 0.02 5.77 -2.19
C 1.32 6.07 -1.79
C 2.10 5.09 -1.20
C 1.54 3.84 -1.01
Br 2.52 2.45 -0.17
N 0.31 3.53 -1.39
C -0.43 4.47 -1.96
H -0.32 7.68 -3.12
H -1.64 7.12 -2.09
H -1.40 6.39 -3.67
H 1.72 7.06 -1.95
H 3.12 5.29 -0.88
H -1.43 4.17 -2.25
O -2.34 1.69 2.78
S -3.58 2.08 2.14
O -4.40 2.98 2.94
O -3.35 2.56 0.78
C -4.62 0.62 1.82
C -5.90 1.02 1.41
C -6.79 0.10 0.89
C -6.42 -1.23 0.77
C -5.17 -1.63 1.20
C -4.26 -0.72 1.74
S -2.69 -1.47 2.29
O -3.00 -2.90 2.36
O -2.37 -0.90 3.57
O -1.77 -1.17 1.19
H -6.14 2.07 1.50
H -7.78 0.43 0.59
H -7.11 -1.95 0.34
H -4.85 -2.66 1.15
S 5.14 -6.25 1.55
C 4.64 -4.75 1.00
S 4.83 -3.29 1.92
C 3.99 -2.33 0.61
N 3.61 -3.13 -0.34
N 3.98 -4.45 -0.15
C 3.60 -5.32 -1.19
C 4.38 -6.39 -1.61
C 3.96 -7.19 -2.66
C 2.76 -6.93 -3.31
C 1.99 -5.85 -2.91
C 2.41 -5.04 -1.87
S 3.78 -0.68 0.73
H 5.32 -6.59 -1.13
H 4.58 -8.02 -2.97
H 2.43 -7.56 -4.13
H 1.06 -5.62 -3.41
H 1.82 -4.18 -1.56
C 1.57 0.76 -6.16
C 1.52 0.88 -4.64
C 0.26 0.27 -4.05
S 0.23 0.52 -2.22
O -1.20 0.38 -1.84
C 1.10 -1.03 -1.74
C 0.17 -2.17 -1.36
C -0.52 -2.84 -2.55
H 2.49 1.18 -6.56
H 0.72 1.28 -6.62
H 1.52 -0.29 -6.47
H 1.58 1.93 -4.35
H 2.40 0.38 -4.21
H 0.17 -0.79 -4.28
H -0.64 0.78 -4.40
H 1.73 -0.75 -0.89
H 1.77 -1.29 -2.57
H -0.59 -1.80 -0.67
H 0.76 -2.91 -0.81
H -1.23 -2.15 -3.02
H -1.08 -3.71 -2.22
H 0.21 -3.16 -3.30
*
```

Summary:
* max |F|: 3.5 eV Å⁻¹
* frontier orbital gap: 5.883 eV
* ΔE to the lowest compared entry with this formula, charge and spin: 44.8 kcal/mol
* HOMO level: -2.629 eV
* DFT total energy: -267560.3721 eV

***

No. 3
Formula: C38H38CdN6O5
Source: the Open Molecules 2025 dataset
Level of theory: ωB97M-V/def2-TZVPD

ORCA input file:
```
! RIJCOSX wB97M-V def2-TZVPD def2/J DEFGRID3
* xyz 0 1
Cd 0.14 -0.06 -1.59
C -3.46 -0.99 4.74
C -2.52 -0.76 3.60
C -1.29 -1.36 3.56
C -0.44 -1.19 2.44
C 0.60 -2.01 2.05
N 1.29 -2.91 2.78
C 1.73 -2.67 4.14
C 2.55 -1.38 4.27
C 3.99 -1.49 3.72
N 4.03 -1.97 2.36
C 3.60 -1.29 1.27
C 3.66 0.06 0.99
C 4.55 0.97 1.59
C 4.60 2.28 1.19
C 5.66 3.23 1.65
C 3.64 2.74 0.27
C 2.72 1.92 -0.35
C 1.78 2.59 -1.22
N 0.73 2.12 -1.77
C -0.06 3.02 -2.57
C -1.34 3.49 -1.88
C -2.37 2.38 -1.62
N -1.87 1.47 -0.63
C -2.56 1.24 0.41
C -2.12 0.38 1.48
C -2.94 0.06 2.53
C -0.76 -0.13 1.47
O 0.15 0.34 0.77
C 2.77 0.49 -0.11
O 2.14 -0.36 -0.75
H -3.09 -1.75 5.42
H -4.44 -1.30 4.37
H -3.59 -0.05 5.29
H -1.01 -2.04 4.35
H 0.84 -1.95 0.99
H 1.87 -3.54 2.24
H 2.33 -3.53 4.46
H 0.87 -2.60 4.80
H 2.62 -1.12 5.33
H 2.03 -0.57 3.75
H 4.57 -2.18 4.33
H 4.45 -0.50 3.79
H 3.98 -2.97 2.28
H 3.16 -1.90 0.49
H 5.29 0.60 2.29
H 6.27 2.79 2.44
H 5.23 4.16 2.00
H 6.32 3.47 0.81
H 3.64 3.80 0.04
H 2.02 3.65 -1.36
H -0.31 2.49 -3.50
H 0.52 3.92 -2.83
H -1.81 4.24 -2.51
H -1.08 3.96 -0.92
H -2.53 1.82 -2.55
H -3.33 2.83 -1.31
H -3.55 1.69 0.55
H -3.94 0.45 2.55
O -5.01 -0.94 -2.19
C -4.78 -1.72 -1.12
C -5.89 -2.29 -0.48
C -5.72 -3.06 0.65
C -4.46 -3.29 1.16
C -3.36 -2.76 0.52
C -3.49 -1.98 -0.63
C -2.27 -1.49 -1.30
O -1.14 -1.69 -0.78
N -2.48 -0.89 -2.47
N -1.36 -0.41 -3.06
C -1.40 0.01 -4.28
C -0.23 0.45 -4.98
C -0.36 1.08 -6.23
C 0.74 1.47 -6.95
C 2.02 1.21 -6.46
C 2.19 0.60 -5.25
C 1.08 0.17 -4.46
O 1.30 -0.45 -3.38
H -4.11 -0.74 -2.57
H -6.86 -2.12 -0.91
H -6.59 -3.50 1.12
H -4.33 -3.90 2.04
H -2.36 -2.94 0.89
H -2.35 0.01 -4.82
H -1.36 1.28 -6.61
H 0.61 1.97 -7.90
H 2.88 1.50 -7.05
H 3.17 0.38 -4.86
*
```

Summary:
* max |F|: 1.3 eV Å⁻¹
* frontier orbital gap: 4.926 eV
* ΔE to the lowest compared entry with this formula, charge and spin: 3.1 kcal/mol
* HOMO level: -6.201 eV
* DFT total energy: -63764.1451 eV

***

No. 4
Formula: C38H38F3O10PSi
Source: the Open Molecules 2025 dataset
Level of theory: ωB97M-V/def2-TZVPD

ORCA input file:
```
! RIJCOSX wB97M-V def2-TZVPD def2/J DEFGRID3
* xyz 0 1
C -4.92 -1.86 -3.45
C -3.36 -1.60 -3.91
C -2.49 -3.00 -4.11
C -2.01 -3.46 -2.61
O -0.61 -3.02 -2.28
O -0.65 -2.68 -1.00
P -0.29 -4.13 -0.04
O 0.20 -5.23 -1.06
O -1.59 -4.61 1.01
C -2.57 -5.48 0.33
C -3.28 -6.39 1.54
O -2.18 -6.59 2.54
C -4.53 -5.62 2.27
F -5.86 -5.87 1.62
F -4.38 -4.13 2.30
F -4.66 -6.11 3.68
O 1.10 -3.81 1.03
Si 0.92 -2.26 1.84
C -0.81 -1.93 2.61
C 2.20 -2.28 3.33
C 1.48 -0.75 0.72
H -5.42 -2.75 -4.04
H -5.51 -0.86 -3.73
H -5.06 -2.01 -2.29
H -2.81 -1.02 -3.03
H -3.42 -0.96 -4.91
H -1.56 -2.83 -4.83
H -3.23 -3.81 -4.59
H -2.68 -3.01 -1.73
H -2.04 -4.64 -2.51
H -3.45 -4.91 -0.20
H -2.11 -6.26 -0.42
H -3.58 -7.47 1.17
H -1.40 -7.02 2.03
H -1.19 -2.93 3.12
H -0.83 -1.06 3.41
H -1.54 -1.62 1.73
H 1.71 -2.85 4.26
H 2.50 -1.21 3.68
H 3.13 -2.96 3.02
H 2.27 -1.18 -0.01
H 1.92 0.05 1.47
H 0.50 -0.35 0.21
C 5.14 4.04 3.31
C 5.18 5.20 4.09
C 4.14 5.47 4.98
C 3.05 4.59 5.08
C 3.00 3.45 4.28
C 4.06 3.17 3.40
C 1.84 2.55 4.33
O 1.79 1.54 3.63
C 0.72 2.87 5.24
C -0.42 2.05 5.27
C -1.47 2.35 6.13
C -1.39 3.45 6.99
C -0.26 4.27 6.96
C 0.79 3.98 6.08
C 1.97 4.88 6.04
O 2.04 5.85 6.78
H 5.96 3.83 2.62
H 6.02 5.88 4.01
H 4.18 6.37 5.60
H 4.03 2.28 2.78
H -0.49 1.19 4.61
H -2.36 1.71 6.15
H -2.21 3.67 7.67
H -0.21 5.13 7.62
C 1.29 5.81 -6.12
C 0.91 5.94 -4.78
C 0.76 4.80 -3.98
C 0.98 3.53 -4.52
C 1.33 3.40 -5.87
C 1.50 4.54 -6.66
C 1.51 2.06 -6.46
O 1.82 1.94 -7.64
C 1.30 0.86 -5.62
C 1.41 -0.41 -6.19
C 1.23 -1.55 -5.40
C 0.94 -1.41 -4.04
C 0.82 -0.14 -3.47
C 0.99 1.00 -4.27
C 0.83 2.34 -3.67
O 0.58 2.46 -2.48
H 1.42 6.69 -6.74
H 0.74 6.93 -4.36
H 0.47 4.91 -2.94
H 1.78 4.44 -7.71
H 1.64 -0.53 -7.25
H 1.31 -2.54 -5.84
H 0.80 -2.30 -3.42
H 0.60 -0.04 -2.41
*
```

Summary:
* max |F|: 5.8 eV Å⁻¹
* frontier orbital gap: 8.459 eV
* ΔE to the lowest compared entry with this formula, charge and spin: 204.3 kcal/mol
* HOMO level: -9.616 eV
* DFT total energy: -85811.9132 eV